{"formula": "C12H23N2NiO2P2S", "method": "ωB97M-V/def2-TZVPD", "species": ["Ni", "P", "C", "C", "N", "C", "C", "C", "C", "C", "P", "H", "H", "H", "H", "H", "H", "H", "H", "O", "H", "H", "O", "H", "C", "H", "H", "H", "C", "H", "H", "H", "C", "H", "H", "H", "C", "H", "H", "H", "S", "C", "N"], "xyz": [[0.005372, 0.654541, 1.127162], [-2.086837, 0.347656, 0.533651], [-2.086358, 0.746194, -1.266188], [-0.790469, 1.452587, -1.621963], [0.250572, 1.360711, -0.743820], [1.512689, 1.582923, -1.207308], [1.701848, 2.259324, -2.399452], [0.620562, 2.533098, -3.232222], [-0.629063, 2.048748, -2.858474], [2.670933, 1.182223, -0.297328], [2.037012, -0.116597, 0.864835], [-1.514608, 2.071499, -3.519248], [2.717117, 2.576257, -2.644623], [0.758295, 2.984868, -4.213465], [3.555245, 0.812359, -0.857442], [2.966424, 2.057594, 0.317066], [-2.112369, -0.098223, -1.896676], [-2.995643, 1.317944, -1.536962], [-1.012857, -2.429581, -1.592116], [-1.052955, -2.432363, -2.563628], [-2.003869, -2.477495, -2.723961], [-0.265909, -3.475142, 1.590366], [-0.416409, -3.408057, 0.657053], [-0.583706, -4.300284, 0.347782], [2.259130, -1.627491, -0.099554], [3.207944, -1.547888, -0.646081], [2.276209, -2.472456, 0.595522], [1.417007, -1.765812, -0.785792], [3.258480, -0.191371, 2.191146], [3.125560, -1.137287, 2.728031], [4.275419, -0.127913, 1.780149], [3.077289, 0.638946, 2.882990], [-2.987794, 1.735001, 1.318618], [-3.988922, 1.761056, 0.868079], [-3.101991, 1.630457, 2.402797], [-2.469064, 2.688241, 1.166456], [-3.104014, -1.115927, 0.810753], [-3.455239, -1.111224, 1.856760], [-3.975532, -1.001414, 0.148195], [-2.492749, -2.011725, 0.596929], [-0.433341, -0.557967, 2.777341], [0.580412, -0.447128, 4.114517], [1.286163, -0.588897, 5.030119]], "forces_ev_per_a": [[0.3, 0.7, -0.1], [-0.8, 0.1, -0.5], [-0.4, 1.7, 0.9], [0.5, 0.3, 0.5], [0.2, -0.3, -1.5], [-0.4, 0.8, 0.6], [0.5, 0.1, -0.3], [-0.1, -0.5, 0.0], [-0.6, -0.1, -0.4], [-0.2, 0.2, 0.2], [1.6, -0.1, -0.9], [0.8, 0.2, 0.3], [-0.3, -0.2, -0.2], [0.0, 0.1, 0.3], [-0.5, 0.4, 0.2], [0.0, -0.4, -0.3], [0.0, -1.5, -0.5], [0.5, 0.0, 0.1], [0.2, -0.2, -0.2], [-0.3, 0.3, 0.7], [0.1, -0.1, -0.3], [0.1, 0.0, 0.9], [-0.2, 0.3, -1.0], [0.0, -0.3, 0.0], [0.0, -0.1, 0.0], [-0.2, -0.2, 0.1], [0.0, 0.0, -0.2], [0.3, 0.0, 0.0], [0.1, 0.1, 0.1], [0.1, 0.3, 0.0], [-0.2, -0.1, 0.1], [0.2, -0.2, 0.0], [-0.4, 0.1, -0.2], [0.2, 0.3, 0.1], [0.2, -0.4, -0.2], [-0.1, -0.2, -0.2], [-0.3, 0.1, -0.1], [0.3, -0.1, -0.4], [0.2, -0.5, 0.2], [-0.5, 0.3, 0.1], [-0.9, -0.7, 2.0], [1.0, -0.7, 1.1], [-0.6, 0.5, -0.9]], "mol_weight_g_mol": 380.04, "gap_ev": [7.04, 7.44], "lumo_ha": [-0.1234, -0.1614], "multiplicity": 3, "total_charge": 1, "s_squared": 2.013}


{"formula": "CH4OS3", "method": "ωB97M-V/def2-TZVPD", "species": ["C", "S", "S", "O", "S", "H", "H", "H", "H"], "xyz": [[1.421954, -0.479817, 0.171631], [0.498239, 0.117588, -1.258833], [-1.324954, 0.478727, -0.192817], [-0.989188, 1.353624, 0.896656], [-2.523052, -0.982535, 0.216715], [1.216835, -1.541421, 0.297930], [1.096024, 0.075515, 1.047730], [2.480417, -0.327318, 0.006997], [-1.876278, 1.305634, -1.186012]], "forces_ev_per_a": [[-0.5, -0.4, 0.1], [-0.6, 0.0, 0.1], [-0.8, 0.2, -0.8], [0.3, 0.4, 0.7], [0.8, 0.5, -0.6], [0.1, 0.0, 0.1], [0.1, 0.1, 0.1], [0.1, 0.1, -0.2], [0.3, -0.9, 0.5]], "smiles": "CS[S@H](=O)=S", "mol_weight_g_mol": 128.24, "gap_ev": 8.97, "lumo_ha": -0.0153, "de_lowest_ev": 1.166, "total_charge": 0}


{"formula": "C6H10N2", "method": "ωB97M-V/def2-TZVPD", "species": ["H", "N", "C", "C", "C", "C", "N", "C", "C", "H", "H", "H", "H", "H", "H", "H", "H", "H"], "xyz": [[-0.433329, -1.642412, 2.201758], [-0.176985, -1.884837, 1.164283], [-0.436935, -1.058011, 0.293965], [-0.323326, -1.438262, -1.141262], [-0.686834, 0.672958, 0.466453], [-2.076252, 0.772206, 0.174012], [-3.236466, 0.725060, 0.112684], [0.444135, 1.286577, -0.274220], [1.776865, 0.880618, 0.286177], [-1.179517, -2.129995, -1.289781], [-0.400007, -0.635249, -1.922458], [0.527389, -2.117060, -1.335599], [-0.715297, 1.053655, 1.474398], [0.391235, 0.965245, -1.317145], [0.250238, 2.388931, -0.318408], [2.191720, 1.558030, 0.954346], [1.691097, -0.015098, 0.963123], [2.392270, 0.617650, -0.492323]], "forces_ev_per_a": [[0.9, -0.1, -2.6], [-1.0, -1.1, 3.9], [0.5, 4.0, -0.5], [-0.8, -0.9, -1.4], [-0.1, -3.5, 0.7], [-2.7, 0.4, -1.1], [1.5, 0.2, -0.1], [-0.9, 1.6, -1.4], [-1.8, -1.7, 2.0], [0.2, 0.5, -0.2], [0.1, -0.8, 1.0], [-0.1, 0.7, 0.2], [0.7, -0.5, 1.0], [0.0, 0.2, 0.1], [0.5, -0.7, 0.2], [1.0, 1.8, 0.8], [-0.1, 0.5, -0.9], [1.9, -0.4, -1.6]], "smiles": "[H]/N=C(/C)[C@H](C#N)CC", "mol_weight_g_mol": 110.16, "gap_ev": 10.33, "lumo_ha": 0.0296, "de_lowest_ev": 2.180, "total_charge": 0}


{"formula": "C7H8O", "method": "ωB97M-V/def2-TZVPD", "species": ["O", "C", "C", "C", "C", "C", "C", "C", "H", "H", "H", "H", "H", "H", "H", "H"], "xyz": [[1.799759, -1.292815, -0.549910], [2.142082, -0.245772, -0.101327], [1.387262, 0.842195, 0.112648], [-0.218170, 0.836786, 0.276118], [-0.774979, -0.066822, 1.270469], [-1.758291, -0.808543, 0.566630], [-1.995599, -0.268560, -0.768566], [-1.134019, 0.749716, -0.958415], [3.163329, 0.094877, 0.291874], [1.623725, 1.734200, -0.459180], [1.803554, 1.489686, 0.954546], [-0.259583, 1.859997, 1.076787], [-0.371692, -0.188403, 2.181674], [-1.954132, -1.789486, 0.978272], [-3.105919, -0.569944, -1.216929], [-1.187072, 1.477594, -1.793111]], "forces_ev_per_a": [[0.2, -1.2, -0.3], [3.8, -2.2, 0.0], [-5.5, 6.8, 2.5], [1.3, 4.0, 1.6], [-3.3, -2.7, -6.0], [3.0, 0.5, 2.9], [-3.0, -0.5, 0.6], [0.1, 0.8, -0.1], [0.2, -1.5, -0.8], [0.1, -0.3, -1.6], [-0.4, -1.6, 0.2], [-0.5, -1.7, -3.1], [1.2, -0.8, 3.0], [-1.2, 0.1, -0.2], [3.6, 1.0, 0.4], [0.4, -0.6, 0.7]], "smiles": "O=CCC1C=CC=C1", "mol_weight_g_mol": 108.14, "gap_ev": 8.84, "lumo_ha": 0.0162, "de_lowest_ev": 4.854, "total_charge": 0}


What did the second record say?
{"formula": "CH4OS3", "method": "ωB97M-V/def2-TZVPD", "species": ["C", "S", "S", "O", "S", "H", "H", "H", "H"], "xyz": [[1.421954, -0.479817, 0.171631], [0.498239, 0.117588, -1.258833], [-1.324954, 0.478727, -0.192817], [-0.989188, 1.353624, 0.896656], [-2.523052, -0.982535, 0.216715], [1.216835, -1.541421, 0.297930], [1.096024, 0.075515, 1.047730], [2.480417, -0.327318, 0.006997], [-1.876278, 1.305634, -1.186012]], "forces_ev_per_a": [[-0.5, -0.4, 0.1], [-0.6, 0.0, 0.1], [-0.8, 0.2, -0.8], [0.3, 0.4, 0.7], [0.8, 0.5, -0.6], [0.1, 0.0, 0.1], [0.1, 0.1, 0.1], [0.1, 0.1, -0.2], [0.3, -0.9, 0.5]], "smiles": "CS[S@H](=O)=S", "mol_weight_g_mol": 128.24, "gap_ev": 8.97, "lumo_ha": -0.0153, "de_lowest_ev": 1.166, "total_charge": 0}